No. 1
24
Properties=species:S:1:pos:R:3:mulliken_charge:R:1 method="wB97M-V/def2-TZVPD" charge=0 homo_lumo_gap_ev=8.84 molar_mass_g_mol=138.2 smiles=Cc1ccc(O)cc1.CC relative_energy_ev=2.199 e_lumo_ev=0.77
C 2.790 0.140 1.396 -1.40
C 0.197 -1.977 -0.638 -0.66
C -0.950 -1.274 -0.292 1.04
C 1.370 -1.487 -0.030 -0.40
C 1.493 -0.388 0.861 0.43
C -1.003 -0.130 0.622 -0.84
C 0.230 0.143 1.256 -0.27
O -2.046 -1.685 -0.850 -0.58
H 0.282 -2.772 -1.472 0.29
H 2.305 -1.888 -0.278 0.41
H -1.889 0.362 1.054 0.34
H -2.860 -1.337 -0.310 0.39
H 2.576 0.500 2.401 0.32
H 3.209 1.097 0.856 0.22
H 0.141 0.736 2.228 0.22
H 3.675 -0.482 1.369 0.39
C -1.385 2.223 -1.427 -0.46
C -0.422 3.044 -0.587 -0.89
H -2.324 2.749 -1.608 0.32
H -0.958 1.852 -2.320 0.32
H -1.415 1.192 -1.031 -0.07
H -0.234 2.862 0.476 0.30
H -0.661 4.097 -0.733 0.31
H 0.603 2.754 -0.795 0.28



No. 2
24
Properties=species:S:1:pos:R:3:mulliken_charge:R:1 method="wB97M-V/def2-TZVPD" charge=0 homo_lumo_gap_ev=9.26 molar_mass_g_mol=138.2 smiles=Cc1ccc(O)cc1.CC relative_energy_ev=0.757 e_lumo_ev=0.85
C 2.281 -0.236 3.199 -1.35
C -1.054 0.697 0.558 0.66
C -1.304 0.154 1.811 -0.62
C 0.259 1.084 0.277 -0.59
C -0.223 -0.213 2.597 -0.30
C 1.299 0.724 1.094 -0.16
C 1.109 0.043 2.320 0.30
O -2.060 0.970 -0.341 -0.50
H -2.949 0.916 -0.004 0.29
H -2.251 -0.271 2.127 0.29
H 0.440 1.667 -0.613 0.44
H -0.417 -0.704 3.579 0.26
H 2.315 0.949 0.742 0.31
H 2.748 0.726 3.339 0.32
H 2.928 -0.973 2.679 0.29
H 2.160 -0.644 4.216 0.35
C -0.651 -0.967 -2.772 -0.45
C -0.669 -0.309 -4.187 -0.90
H -1.662 -1.069 -2.382 0.23
H -0.235 -1.965 -2.686 0.36
H -0.046 -0.327 -2.122 -0.06
H -0.141 -0.854 -4.976 0.29
H -0.168 0.653 -4.073 0.29
H -1.709 -0.054 -4.382 0.25



No. 3
24
Properties=species:S:1:pos:R:3:mulliken_charge:R:1 method="wB97M-V/def2-TZVPD" charge=0 homo_lumo_gap_ev=10.18 molar_mass_g_mol=138.2 smiles=Cc1ccccc1.CCO relative_energy_ev=0.478 e_lumo_ev=0.94
C -2.253 1.486 0.981 -0.15
C -2.906 0.223 0.500 -0.68
O -1.250 1.982 0.080 -0.56
H -2.951 2.325 1.036 0.27
H -1.792 1.364 1.963 0.22
H -3.362 -0.348 1.316 0.34
H -0.784 1.252 -0.344 0.30
H -2.174 -0.517 0.149 0.01
H -3.614 0.328 -0.326 0.26
C 2.182 -0.790 1.886 -1.42
C 1.542 -0.706 0.532 0.89
C 0.531 -1.578 0.151 -0.34
C 2.033 0.192 -0.423 -0.48
C -0.167 -1.376 -1.028 -0.51
C 1.380 0.342 -1.632 -0.32
C 0.226 -0.387 -1.915 -0.69
H 1.688 -0.112 2.593 0.26
H 3.211 -0.439 1.839 0.37
H 0.365 -2.461 0.756 0.32
H 2.948 0.741 -0.228 0.34
H -0.998 -2.006 -1.312 0.47
H 1.822 0.981 -2.384 0.37
H -0.252 -0.249 -2.879 0.36
H 2.125 -1.785 2.325 0.35



No. 4
24
Properties=species:S:1:pos:R:3:mulliken_charge:R:1 method="wB97M-V/def2-TZVPD" charge=0 homo_lumo_gap_ev=9.30 molar_mass_g_mol=138.2 smiles=Cc1ccc(O)cc1.CC relative_energy_ev=0.213 e_lumo_ev=0.87
C -0.240 1.471 2.713 -0.85
C 1.205 0.943 2.726 -0.52
H -0.266 2.438 2.212 0.22
H -0.935 0.777 2.253 0.24
H -0.576 1.713 3.720 0.33
H 1.488 0.469 3.659 0.38
H 1.907 1.736 2.458 0.22
H 1.302 0.200 1.941 -0.01
C -1.492 -2.629 -2.036 -1.40
C 1.257 -0.434 -0.591 -0.47
C 0.767 0.822 -0.876 0.79
C 0.508 -1.542 -0.956 -0.42
C -0.739 -1.417 -1.551 0.66
C -0.466 0.977 -1.479 -0.60
C -1.206 -0.136 -1.837 -0.72
O 1.528 1.903 -0.522 -0.53
H 2.180 -0.564 -0.050 0.50
H 0.857 -2.544 -0.742 0.35
H -0.886 1.958 -1.662 0.28
H 1.013 2.715 -0.620 0.28
H -2.357 -2.315 -2.619 0.35
H -1.812 -3.244 -1.187 0.30
H -2.162 -0.004 -2.322 0.29
H -0.876 -3.293 -2.633 0.34



No. 5
24
Properties=species:S:1:pos:R:3:mulliken_charge:R:1 method="wB97M-V/def2-TZVPD" charge=0 homo_lumo_gap_ev=9.86 molar_mass_g_mol=138.2 smiles=CC1(C)[C@@H]2CC[C@]13O[C@@H]3C2 relative_energy_ev=5.036 e_lumo_ev=0.99
C 0.207 -0.077 1.705 -0.97
C -0.269 1.344 1.354 -0.73
C 1.821 -0.246 -0.223 -1.07
C 0.570 -0.885 0.394 -0.22
C 1.485 1.247 -0.307 -0.26
C -0.006 1.351 -0.132 0.54
C -0.557 -0.379 -0.542 1.13
C -1.949 -0.737 -0.106 -1.61
C -0.356 -0.614 -2.081 -1.71
O 0.664 1.956 -1.192 -0.48
H 1.053 -0.015 2.353 0.46
H -0.503 -0.561 2.486 0.33
H -1.384 1.337 1.515 0.30
H 0.024 2.115 2.139 0.34
H 2.548 -0.591 0.585 0.40
H 1.995 -0.679 -1.115 0.49
H 0.711 -1.951 0.381 0.56
H 2.081 2.018 0.304 0.40
H -2.068 -0.875 0.986 0.34
H -2.231 -1.713 -0.643 0.33
H -2.785 0.026 -0.259 0.30
H 0.531 -0.251 -2.547 0.43
H -1.228 -0.121 -2.754 0.29
H -0.355 -1.698 -2.300 0.42



No. 6
24
Properties=species:S:1:pos:R:3:mulliken_charge:R:1 method="wB97M-V/def2-TZVPD" charge=0 homo_lumo_gap_ev=9.32 molar_mass_g_mol=138.2 smiles=Cc1ccc(O)cc1.CC relative_energy_ev=0.392 e_lumo_ev=0.88
C -2.789 1.497 1.643 -1.43
C -0.245 0.506 -0.974 -0.24
C -1.444 0.727 -0.339 -0.71
C 0.959 0.772 -0.315 0.71
C -1.468 1.192 0.976 0.64
C 0.961 1.100 1.022 -0.70
C -0.266 1.369 1.642 -0.48
O 2.155 0.712 -0.992 -0.57
H -0.173 0.144 -1.997 0.30
H -2.375 0.512 -0.838 0.37
H 2.031 0.245 -1.842 0.31
H 1.860 1.273 1.587 0.41
H -3.473 2.018 0.988 0.37
H -2.671 2.145 2.505 0.37
H -0.295 1.706 2.662 0.35
H -3.281 0.569 1.973 0.28
C 1.744 -2.950 -1.067 -0.59
C 0.235 -3.310 -1.083 -0.81
H 1.913 -2.209 -1.842 0.08
H 1.927 -2.382 -0.143 0.18
H 2.354 -3.845 -1.059 0.35
H -0.284 -2.892 -0.226 0.24
H 0.003 -4.385 -1.031 0.31
H -0.328 -2.864 -1.909 0.26



No. 7
24
Properties=species:S:1:pos:R:3:mulliken_charge:R:1 method="wB97M-V/def2-TZVPD" charge=0 homo_lumo_gap_ev=9.13 molar_mass_g_mol=138.2 smiles=Cc1ccc(O)cc1.CC relative_energy_ev=0.904 e_lumo_ev=0.85
C -1.596 -2.129 1.766 -1.53
C 1.319 -0.251 0.322 -0.45
C 1.197 -0.461 -1.059 0.62
C 0.501 -0.935 1.184 -0.55
C -0.632 -1.646 0.745 0.73
C 0.301 -1.441 -1.505 -0.41
C -0.616 -2.002 -0.592 -0.58
O 1.909 0.276 -1.951 -0.51
H 2.109 0.397 0.679 0.40
H 0.730 -0.786 2.237 0.34
H 0.484 -1.685 -2.540 0.27
H 1.811 -0.108 -2.806 0.28
H -2.625 -2.306 1.456 0.37
H -1.504 -1.620 2.726 0.35
H -1.373 -2.619 -1.061 0.35
H -1.317 -3.161 2.067 0.32
C -1.111 3.593 -0.252 -0.74
C -0.693 3.433 1.211 -0.61
H -0.617 2.876 -0.925 0.17
H -2.173 3.413 -0.398 0.27
H -0.769 4.529 -0.699 0.30
H -0.039 4.229 1.542 0.29
H -0.310 2.419 1.384 0.05
H -1.568 3.328 1.859 0.28



No. 8
24
Properties=species:S:1:pos:R:3:mulliken_charge:R:1 method="wB97M-V/def2-TZVPD" charge=0 homo_lumo_gap_ev=9.38 molar_mass_g_mol=138.2 smiles=Cc1ccc(O)cc1.CC relative_energy_ev=0.570 e_lumo_ev=0.88
C 3.104 -0.665 -0.906 -0.81
C 2.654 -1.025 0.550 -0.63
H 2.432 -0.987 -1.695 0.24
H 3.197 0.414 -1.054 0.24
H 4.082 -1.114 -1.100 0.30
H 1.660 -1.439 0.527 0.10
H 2.544 -0.079 1.046 0.23
H 3.431 -1.657 0.964 0.34
C -0.802 1.265 -2.130 -1.34
C -1.660 -1.068 0.774 -0.77
C -1.149 -0.608 -0.448 -0.31
C -2.016 -0.146 1.730 0.90
C -1.104 0.729 -0.763 0.41
C -1.922 1.197 1.490 -0.70
C -1.478 1.624 0.257 -0.33
O -2.319 -0.492 3.020 -0.54
H -1.661 -2.129 0.969 0.32
H -0.632 -1.309 -1.092 0.40
H -2.774 -1.344 3.102 0.31
H -2.087 1.906 2.271 0.42
H -1.019 2.324 -2.218 0.37
H -1.398 0.794 -2.914 0.33
H -1.324 2.675 0.047 0.29
H 0.245 1.135 -2.427 0.25



No. 9
24
Properties=species:S:1:pos:R:3:mulliken_charge:R:1 method="wB97M-V/def2-TZVPD" charge=0 homo_lumo_gap_ev=9.61 molar_mass_g_mol=138.2 smiles=Cc1ccc(O)cc1.CC relative_energy_ev=2.409 e_lumo_ev=0.90
C -0.041 -1.621 2.568 -1.40
C 0.641 -1.053 1.386 1.03
C 0.839 0.317 1.336 -0.88
C 0.558 -1.877 0.214 -1.04
C 1.494 0.814 0.274 -0.03
C 1.150 -1.248 -0.944 -0.20
C 1.605 0.044 -0.885 0.35
O 2.480 0.430 -1.963 -0.56
H 0.072 -0.930 3.478 0.32
H 0.176 -2.706 2.771 0.34
H 0.575 0.967 2.133 0.43
H 0.195 -2.844 0.212 0.54
H 2.039 1.831 0.157 0.21
H 1.314 -1.987 -1.846 0.21
H 2.260 1.101 -2.582 0.33
H -1.090 -1.588 2.416 0.33
C -1.663 1.078 -0.363 -0.69
C -1.794 1.459 -1.831 -0.92
H -1.215 1.768 0.239 0.33
H -2.604 1.230 0.197 0.45
H -1.241 -0.001 -0.330 0.06
H -2.605 0.955 -2.337 0.30
H -0.836 1.379 -2.348 0.21
H -2.309 2.482 -1.951 0.29



No. 10
24
Properties=species:S:1:pos:R:3:lowdin_spin:R:1 method="wB97M-V/def2-TZVPD" charge=+1 multiplicity=2 homo_lumo_gap_ev="10.25 / 6.96" molar_mass_g_mol=138.2 relative_energy_ev=0.590 e_lumo_ev="-3.71 / -7.45"
C -4.237 -1.531 -0.616 0.00
C -2.977 -0.781 -1.008 0.00
H -4.430 -2.287 -1.381 0.00
H -4.191 -1.966 0.370 0.00
H -5.098 -0.863 -0.692 0.00
H -2.080 -1.378 -0.780 0.00
H -2.781 0.089 -0.366 0.00
H -2.869 -0.459 -2.040 0.00
C -0.390 1.532 2.384 0.06
C 2.281 1.072 -0.244 0.08
C 1.903 -0.183 -0.832 0.19
C 1.441 1.603 0.698 0.04
C 0.371 0.850 1.324 0.26
C 0.742 -0.836 -0.371 0.11
C 0.135 -0.435 0.793 0.06
O 2.640 -0.612 -1.820 0.17
H 3.150 1.676 -0.462 0.00
H 1.518 2.652 0.950 0.00
H 0.329 -1.764 -0.747 0.00
H 2.326 -1.477 -2.199 0.00
H -0.124 1.028 3.330 0.02
H -1.471 1.444 2.335 0.01
H -0.704 -1.029 1.129 0.00
H 0.031 2.509 2.600 0.00